C3H7NO | ωB97M-V with the def2-TZVPD basis set

The HOMO-LUMO gap is 2.27 eV. As for the energy relative to the best compared isomer or geometry (same formula, charge and spin): 831.13 kJ/mol. The calculation puts the LUMO energy at -4.4877 eV. The calculation puts the electronic energy at -248.20993 Eh.

Geometry (Å):
H 4.4819 1.0358 1.0346
C 3.4270 0.7373 0.8577
O 3.3591 0.0624 3.0883
H -3.8107 0.5054 -2.0642
H 1.7030 -0.1496 1.8675
H -3.3365 -1.1535 -2.6595
H -2.1496 -0.3662 -0.1416
C -3.3319 -0.5142 -1.7129
H -4.1100 -0.9132 -1.0024
C 2.7645 0.2250 2.0060
H 3.0213 0.8416 -0.1559
N -2.0182 -0.3108 -1.1175